Entry 1:
C30H32CoIN3O2PS2SbSe | the ωB97M-V functional and the def2-TZVPD basis

Results
net charge = +1
HOMO-LUMO gap (spin up / spin down) = 6.08 / 6.07 eV
HOMO energy (spin up / spin down) = -10.68 / -10.68 eV

Cartesian coordinates (Å):
Co  -0.45389  -0.89578  0.01685
C  -3.22867  2.83056  -0.09847
C  -3.49546  1.71485  -1.09733
Sb  -1.84678  0.59037  -1.88570
C  -2.91494  -0.60991  -3.31477
C  -4.37652  -0.22361  -3.53621
C  -0.88082  1.73181  -3.40267
C  -1.86911  2.64038  -4.13163
H  -4.17496  3.26726  0.22608
H  -2.63199  3.63245  -0.53221
H  -2.71173  2.46900  0.79214
H  -3.99693  2.08867  -1.99264
H  -4.13534  0.94467  -0.66305
H  -2.85489  -1.64418  -3.00326
H  -2.33605  -0.50635  -4.23483
H  -4.98051  -0.38646  -2.64220
H  -4.80225  -0.84160  -4.32887
H  -4.50609  0.81665  -3.83960
H  -0.46131  0.97973  -4.07095
H  -0.05427  2.29002  -2.97162
H  -2.67142  2.07183  -4.60643
H  -1.36165  3.19948  -4.92020
H  -2.33187  3.36982  -3.46166
S  -1.84266  -2.59438  -0.65369
P  -0.26872  -2.93706  -1.85572
S  0.69147  -1.13354  -1.97091
C  0.83963  -4.13593  -1.10632
C  2.22030  -3.98832  -1.16998
C  3.04050  -4.97786  -0.64702
C  2.48310  -6.10753  -0.06700
C  1.10233  -6.25370  -0.00386
C  0.27775  -5.27053  -0.52412
C  -0.74229  -3.59916  -3.45582
C  0.11468  -3.45039  -4.54398
C  -0.21486  -4.02455  -5.76182
C  -1.39250  -4.75026  -5.88964
C  -2.24509  -4.89982  -4.80422
C  -1.92432  -4.32217  -3.58401
H  2.65874  -3.09659  -1.60103
H  4.11561  -4.86036  -0.68555
H  3.12613  -6.87405  0.34724
H  0.66860  -7.13140  0.45730
H  -0.79910  -5.37387  -0.45439
H  1.03565  -2.88568  -4.44601
H  0.44661  -3.90769  -6.61060
H  -1.64594  -5.20175  -6.84052
H  -3.16262  -5.46429  -4.90773
H  -2.59716  -4.42748  -2.74023
Se  0.87279  0.65152  2.53628
N  1.35501  2.32547  2.65725
C  1.00250  2.93132  1.53351
C  1.26542  4.29683  1.22459
C  0.83847  4.75684  0.02314
C  0.14594  3.87254  -0.86128
N  -0.12132  2.62019  -0.61709
C  0.31282  2.12896  0.57115
N  0.09945  0.86896  0.92755
H  1.79434  4.91250  1.93992
H  1.00515  5.77912  -0.28504
H  -0.20369  4.26082  -1.81549
I  -5.81666  -3.64068  4.29487
C  -3.86655  -3.19126  3.73110
C  -2.82706  -4.03412  4.10170
C  -1.52703  -3.72623  3.72982
C  -1.26181  -2.60497  2.95472
C  -2.31224  -1.76772  2.59965
C  -3.61368  -2.04537  2.99157
C  0.16343  -2.29690  2.57872
O  1.05182  -2.36576  3.40038
O  0.36954  -1.95404  1.32463
H  -3.02855  -4.92060  4.68778
H  -0.70557  -4.36000  4.03872
H  -2.13144  -0.86390  2.02511
H  -4.42269  -1.37732  2.72732

=====

Entry 2:
C30H32F6IrNO3S | the ωB97M-V functional and the def2-TZVPD basis

Results
net charge = -1
HOMO-LUMO gap (spin up / spin down) = 6.38 / 7.37 eV
multiplicity = 2
HOMO energy (spin up / spin down) = -3.81 / -4.83 eV

Cartesian coordinates (Å):
Ir  -0.34645  0.28680  -1.01178
C  1.20980  1.15756  1.08915
C  1.09465  1.92076  -0.11232
C  1.60270  1.12699  -1.19799
C  1.92213  -0.16027  -0.63533
C  1.73263  -0.09409  0.77383
C  1.92448  -1.20268  1.75375
C  2.59071  -1.25969  -1.41101
C  2.02269  1.58311  -2.56390
C  0.71255  3.36696  -0.19148
C  0.85329  1.64339  2.45322
H  0.99132  -1.47224  2.25796
H  2.63614  -0.89965  2.52787
H  2.30293  -2.10106  1.27030
H  1.96438  -1.56567  -2.25264
H  2.76301  -2.13611  -0.78823
H  3.55570  -0.92314  -1.80432
H  1.87997  0.77769  -3.28423
H  3.07858  1.87693  -2.57127
H  1.42545  2.43373  -2.89550
H  0.30136  3.60472  -1.17262
H  1.58243  4.00961  -0.01891
H  -0.04196  3.61607  0.55471
H  1.56639  1.26564  3.19091
H  -0.13409  1.29545  2.75914
H  0.86031  2.73310  2.50039
S  -2.48927  2.48235  -2.31667
C  -1.51184  1.44053  -1.69374
C  -2.40496  4.20478  6.17378
C  -2.14577  2.71885  6.20814
C  -1.58895  2.15779  7.35599
C  -1.33006  0.79875  7.40686
C  -1.60927  -0.01515  6.32314
C  -2.16078  0.53136  5.15926
N  -2.42564  -0.20826  4.02420
C  -2.20713  -1.56876  3.80820
C  -2.50265  -2.53801  4.77035
C  -2.30719  -3.88242  4.50417
C  -1.83867  -4.29249  3.26258
C  -1.57607  -3.33731  2.29448
C  -1.75203  -1.98010  2.54386
C  -1.48361  -1.00279  1.41617
O  -0.89754  -1.50040  0.40248
O  -1.84161  0.19052  1.52326
C  -2.44287  1.91435  5.11019
C  -3.04794  2.47214  3.84969
H  -2.10301  4.66223  7.11550
H  -3.46182  4.42762  6.01359
H  -1.84534  4.68807  5.36968
H  -1.36003  2.79048  8.20539
H  -0.89567  0.36178  8.29844
H  -1.35873  -1.06441  6.36319
H  -2.37431  0.28480  3.12983
H  -2.90873  -2.23109  5.72515
H  -2.53820  -4.61308  5.27047
H  -1.69836  -5.34368  3.04570
H  -1.21790  -3.61704  1.31246
H  -3.92762  1.89665  3.54879
H  -2.34012  2.41290  3.01541
H  -3.35250  3.50930  3.96208
C  -2.53587  -1.05584  -3.51284
C  -1.18537  -1.73459  -3.29527
O  -0.22321  -0.97989  -2.68009
C  -0.58138  -2.04318  -4.69372
F  -0.22653  -0.90661  -5.30794
F  -1.42475  -2.66331  -5.54181
F  0.51823  -2.80879  -4.62050
C  -1.41397  -3.08087  -2.54251
F  -0.28294  -3.58114  -2.04488
F  -1.94388  -4.03755  -3.34591
F  -2.27460  -2.94514  -1.53107
H  -2.36825  -0.13158  -4.06215
H  -2.97020  -0.81495  -2.54669
H  -3.22071  -1.69826  -4.06715

=====

Entry 3:
C30H32FeN5O4PTe | the ωB97M-V functional and the def2-TZVPD basis

Results
HOMO-LUMO gap (spin up / spin down) = 6.73 / 6.73 eV
HOMO energy (spin up / spin down) = -6.86 / -6.87 eV

Cartesian coordinates (Å):
Fe  0.24181  0.14030  -0.02771
C  -0.48099  1.64396  3.00577
C  0.77252  2.16326  2.36883
C  1.23390  3.45273  2.63964
C  2.40666  3.88265  2.05337
C  3.11338  3.01463  1.23183
C  2.60083  1.74890  1.00984
N  1.44110  1.35191  1.55140
C  3.27977  0.72920  0.17514
C  4.56957  0.87424  -0.31789
C  5.09760  -0.13236  -1.10484
C  4.35821  -1.27916  -1.32936
C  3.09305  -1.38153  -0.75404
N  2.56073  -0.37172  -0.06015
C  2.34524  -2.66435  -0.80313
C  2.43238  -3.52465  -1.89106
C  1.76527  -4.73426  -1.81554
C  1.06794  -5.04699  -0.66332
C  1.02540  -4.12394  0.37942
C  0.30791  -4.40323  1.66434
N  1.64929  -2.95146  0.29259
H  -0.33064  1.52789  4.08148
H  -0.75502  0.68456  2.57358
H  -1.29630  2.35139  2.85286
H  0.66810  4.09651  3.29929
H  2.77577  4.88334  2.23771
H  4.03808  3.33594  0.77328
H  5.15234  1.75682  -0.09566
H  6.09306  -0.03367  -1.51799
H  4.76350  -2.10635  -1.89427
H  2.97572  -3.24097  -2.78225
H  1.78364  -5.42342  -2.65003
H  0.56837  -6.00239  -0.56759
H  -0.27371  -5.32332  1.61152
H  -0.33926  -3.55841  1.90067
H  1.03733  -4.49071  2.47159
O  -1.25113  1.47042  0.19818
C  -1.45619  2.73560  0.12847
C  -2.55173  3.31161  0.82124
C  -2.82657  4.65749  0.76076
C  -2.03201  5.50793  -0.01145
C  -0.95713  4.97866  -0.69177
C  -0.62873  3.61893  -0.62368
C  0.52641  3.10539  -1.33896
N  0.90648  1.84322  -1.46650
C  2.01249  1.83243  -2.28019
C  2.32414  3.10049  -2.65130
N  1.38035  3.89779  -2.04732
H  -3.17494  2.63916  1.39888
H  -3.66773  5.05977  1.31269
H  -2.26313  6.56224  -0.08682
H  -0.36856  5.64823  -1.31029
H  2.48351  0.90536  -2.56638
H  3.10140  3.50298  -3.27660
H  1.34493  4.89791  -2.09664
C  -5.47133  -0.68798  -0.56047
C  -4.03180  -0.67621  -1.03444
O  -3.17809  -0.88531  0.09433
P  -1.74927  -1.59591  -0.05928
O  -1.02827  -1.36081  1.22834
Te  -0.65377  -1.09106  -2.11690
O  -2.12455  -3.15063  -0.30083
C  -2.94209  -3.87346  0.62660
C  -2.96459  -5.32198  0.18277
H  -6.12794  -0.40606  -1.38358
H  -5.59393  0.02156  0.25790
H  -5.75451  -1.67831  -0.20183
H  -3.77885  0.28877  -1.47897
H  -3.86307  -1.45119  -1.78671
H  -3.95009  -3.44919  0.62296
H  -2.53906  -3.77162  1.63768
H  -3.45990  -5.40824  -0.78421
H  -3.49087  -5.93982  0.91074
H  -1.94242  -5.68353  0.07428

=====

In the order shown, the computed energy relative to the best compared isomer or geometry (same formula, charge and spin) values come out to 59.99; 57.14; 209.89 kJ/mol.